{
  "formula": "H5O2S",
  "method": "the ωB97M-V functional and the def2-TZVPD basis",
  "energy_ev": -15012.35209,
  "e_above_lowest_ev": 0.7678,
  "e_homo_ev": -3.03,
  "total_charge": -1,
  "elements": ["S", "H", "H", "H", "O", "H", "H", "O"],
  "coordinates": [[0.1206, -0.5788, 1.4843], [-0.0377, 0.3992, 0.6352], [-0.2971, 2.9995, -0.1569], [0.0435, 1.7145, -0.9298], [-0.5014, 2.5809, -1.0557], [0.8931, -2.3273, -1.3349], [-0.0916, -1.1820, -0.8217], [0.1965, -1.6238, -1.5870]],
  "atomic_forces_ev_per_a": [[0.151, -0.747, 0.714], [-0.172, 0.918, -0.613], [-0.611, -0.741, -1.832], [-1.512, 1.971, -0.540], [2.119, -1.267, 2.354], [-1.979, 2.168, -0.065], [-0.248, 0.588, 2.556], [2.251, -2.890, -2.574]]
}